*a*
Molecular formula: C4H13N3
Method: DFT, ωB97M-V/def2-TZVPD

- Charge: +1
- Lowest unoccupied orbital energy (spin up / spin down): -3.4 / -8.5 eV
- ⟨S²⟩: 0.76
- Frontier orbital gap (spin up / spin down): 10.3 / 5.2 eV
- Multiplicity: 2

Last column: natural (NBO) charge in e.
Positions of all 20 atoms, in Å:
1 N -1.21 -0.67 -0.63  -0.314
2 C -0.38 0.12 0.16  -0.148
3 C 1.13 0.19 -0.29  -0.384
4 C 1.80 -1.16 -0.62  -0.259
5 N 1.53 -2.34 0.32  -0.737
6 C -0.81 1.59 0.27  -0.228
7 N -2.09 1.73 0.95  -0.850
8 H -2.09 -0.28 -0.95  0.430
9 H -0.96 -1.66 -0.71  0.428
10 H -0.27 -0.29 1.19  0.316
11 H 1.74 0.53 0.56  0.242
12 H 1.24 0.84 -1.16  0.250
13 H 1.30 -1.55 -1.54  0.176
14 H 2.81 -1.12 -1.03  0.250
15 H 1.78 -1.97 1.25  0.345
16 H 0.54 -2.23 0.46  0.292
17 H -0.02 2.16 0.75  0.242
18 H -0.95 1.96 -0.77  0.187
19 H -2.89 1.53 0.38  0.362
20 H -2.20 2.62 1.40  0.399


*b*
Molecular formula: C4H13N3
Method: DFT, ωB97M-V/def2-TZVPD

- Charge: +1
- Lowest unoccupied orbital energy (spin up / spin down): -2.6 / -7.7 eV
- ⟨S²⟩: 0.75
- Frontier orbital gap (spin up / spin down): 11.0 / 5.9 eV
- Multiplicity: 2

Last column: natural (NBO) charge in e.
Positions of all 20 atoms, in Å:
1 C -1.38 -0.75 -0.16  -0.293
2 N -0.01 -0.26 -0.24  -0.099
3 C 1.00 -1.10 0.43  -0.283
4 C 2.36 -0.52 -0.06  -0.227
5 N 2.59 0.81 0.45  -0.846
6 C -2.41 0.28 -0.70  -0.217
7 N -2.08 1.62 -0.20  -0.864
8 H -1.50 -1.62 -0.76  0.255
9 H -1.66 -0.77 0.90  0.262
10 H 0.12 0.71 0.07  0.446
11 H 0.83 -1.03 1.50  0.257
12 H 0.98 -2.14 0.10  0.245
13 H 2.15 -0.40 -1.12  0.204
14 H 3.22 -1.16 0.16  0.220
15 H 3.37 1.31 0.02  0.390
16 H 2.95 0.78 1.40  0.367
17 H -2.41 0.28 -1.78  0.219
18 H -3.36 -0.08 -0.28  0.201
19 H -2.20 1.62 0.81  0.360
20 H -2.56 2.44 -0.56  0.405


Stability summary - winner: *b*; margin: 85.7 kJ/mol.


*a*
Molecular formula: C4H10NO3
Method: DFT, ωB97M-V/def2-TZVPD

- Charge: -1
- Lowest unoccupied orbital energy: 3.9 eV
- Frontier orbital gap: 8.1 eV

Last column: natural (NBO) charge in e.
Positions of all 18 atoms, in Å:
1 C -3.11 0.22 -0.27  -0.626
2 C -1.82 0.39 0.69  -0.218
3 N -0.95 -0.85 0.53  -0.674
4 C 0.03 -0.90 -0.71  -0.362
5 C 1.01 0.32 -0.91  0.747
6 O 1.47 0.86 0.10  -0.808
7 O 1.20 0.72 -2.05  -0.755
8 H -3.93 0.67 0.18  0.185
9 H -3.26 -0.82 -0.36  0.215
10 H -3.00 0.77 -1.15  0.202
11 H -1.13 1.22 0.52  0.201
12 H -2.24 0.60 1.81  0.168
13 H -0.36 -0.95 1.34  0.374
14 H -0.40 -1.01 -1.73  0.209
15 H 0.83 -1.62 -0.35  0.196
16 H 1.95 0.07 1.36  0.493
17 H 2.61 -1.22 1.38  0.440
18 O 2.19 -0.57 2.01  -0.989


*b*
Molecular formula: C4H10NO3
Method: DFT, ωB97M-V/def2-TZVPD

- Charge: -1
- Lowest unoccupied orbital energy: 3.7 eV
- Frontier orbital gap: 8.1 eV

Last column: natural (NBO) charge in e.
Positions of all 18 atoms, in Å:
1 O -1.52 1.09 -2.64  -0.768
2 C -0.45 0.70 -2.12  0.773
3 O 0.71 1.11 -2.35  -0.825
4 C -0.57 -0.37 -1.01  -0.508
5 C -0.55 0.24 0.38  -0.418
6 C -1.05 -0.73 1.47  -0.205
7 N -0.41 -0.54 2.78  -0.855
8 H 0.26 -1.08 -1.15  0.180
9 H -1.43 -1.02 -1.22  0.195
10 H -1.17 1.12 0.36  0.204
11 H 0.45 0.58 0.64  0.200
12 H -2.13 -0.61 1.61  0.175
13 H -0.82 -1.76 1.21  0.175
14 H -0.22 0.42 3.00  0.349
15 H 0.43 -1.09 2.82  0.347
16 H 2.46 1.19 -1.71  0.520
17 H 2.79 -0.02 -0.85  0.456
18 O 3.20 0.77 -1.22  -0.994


*c*
Molecular formula: C4H10NO3
Method: DFT, ωB97M-V/def2-TZVPD

- Charge: -1
- Lowest unoccupied orbital energy: -0.5 eV
- Frontier orbital gap: 3.3 eV

Last column: natural (NBO) charge in e.
Positions of all 18 atoms, in Å:
1 C -0.09 -0.99 0.75  -0.461
2 C 0.19 -0.28 -3.12  -0.471
3 C -0.05 -1.27 -2.19  0.191
4 O 0.72 -2.17 -1.75  -0.680
5 N 0.33 0.00 1.72  -0.392
6 C -0.86 0.74 2.27  0.046
7 O -1.84 0.00 2.68  -0.598
8 H -1.00 -1.43 1.16  0.220
9 H -0.28 -0.47 -0.20  0.226
10 H 1.20 -0.03 -3.38  0.190
11 H -0.66 0.23 -3.55  0.181
12 H -1.12 -1.57 -2.10  0.094
13 H 0.85 0.75 1.25  0.452
14 H -0.55 1.41 3.08  0.197
15 H -0.92 1.42 1.34  0.307
16 H 0.66 -1.76 0.60  0.258
17 H 1.90 3.14 0.82  0.418
18 O 1.52 2.28 0.61  -1.177


Stability summary - winner: *b*; margin: 141.1 kJ/mol.